83
Properties=species:S:1:pos:R:3:forces:R:3:mulliken_spin:R:1 method="wB97M-V/def2-TZVPD" homo_lumo_gap_ev="6.31 / 6.02" spin_multiplicity=2 e_tot_ev=-78846.760 s2=0.773 largest_force_ha_per_bohr=0.0337
Cr -0.40216 0.06360 0.21412 0.2456 -1.6611 0.4282 1.1826
C 1.24955 -2.98387 0.26263 -0.1367 -0.0068 0.1778 0.0245
C -0.25621 -3.28187 0.32085 0.0371 0.1236 -0.1283 0.0331
C -0.98297 -2.84676 -0.94654 0.0184 -0.1638 0.2629 0.0017
N -1.01560 -1.40154 -1.13447 0.0507 0.3036 -0.1502 -0.0117
C -1.65506 -0.94909 -2.20628 0.0210 -0.3311 -0.2039 -0.0071
C -2.16245 -1.80696 -3.20986 0.0570 -0.0510 0.0640 0.0078
C -2.80046 -1.55152 -4.41247 -0.0806 0.1769 -0.0633 0.0011
C -3.23482 -0.36095 -4.96749 -0.0526 -0.0239 -0.0710 0.0107
C -3.09749 0.89793 -4.40103 0.0763 -0.1339 0.0403 0.0019
C -2.44548 1.27239 -3.24460 -0.0295 0.0274 -0.0710 0.0182
C -1.73768 0.52560 -2.27619 -0.0168 0.2899 0.2593 0.0276
N -1.11937 1.09922 -1.25998 -0.2705 0.3659 -0.6956 -0.1193
C -0.80207 2.51584 -1.22585 -0.1477 0.1998 0.0669 0.0184
C -1.62575 3.28216 -0.18213 0.0266 -0.1590 0.0308 0.0062
C -1.91707 2.39438 1.03078 -0.0055 0.1572 -0.0955 -0.0135
N -0.76048 1.59576 1.39445 -0.0568 0.6414 0.5353 -0.0059
C -0.11742 1.72152 2.53817 -0.2743 -0.0630 -0.4649 0.0298
C -0.35636 2.77339 3.45391 0.0564 0.2489 0.2575 0.0012
C 0.18348 3.06014 4.68866 -0.0946 -0.1109 -0.2361 -0.0004
C 1.10831 2.34653 5.44020 0.2177 -0.2371 0.1363 -0.0050
C 1.71907 1.16481 5.06379 -0.1184 0.3619 0.2154 0.0008
C 1.65338 0.46025 3.87351 -0.1499 -0.1508 -0.3116 -0.0089
C 0.91928 0.67825 2.69265 0.2652 -0.1624 0.4402 -0.0076
N 1.05404 -0.08395 1.61116 0.1994 0.2584 -0.6346 -0.0659
C 2.20842 -0.96022 1.47329 -0.0363 -0.1934 0.0790 0.0111
C 1.85898 -2.44945 1.57301 0.0433 0.0767 -0.0910 -0.0048
H 1.41900 -2.23896 -0.51923 0.0648 -0.0142 -0.0519 0.0003
H 1.78119 -3.88390 -0.05271 0.0084 0.0168 -0.0514 -0.0005
H -0.70403 -2.79679 1.18587 0.0191 -0.0289 0.0141 -0.0058
H -0.42090 -4.35533 0.43957 -0.0260 0.0006 0.0438 -0.0004
H -2.00994 -3.23506 -0.91537 0.0228 -0.0132 -0.0736 -0.0047
H -0.48163 -3.32901 -1.79820 -0.0450 0.0276 -0.0341 -0.0003
H -1.98238 -2.85866 -3.04317 0.0000 0.0321 0.0160 -0.0005
H -3.00835 -2.43476 -5.00767 0.0042 -0.0344 0.0400 0.0009
H -3.74706 -0.41749 -5.91980 -0.0084 -0.0166 0.0155 0.0011
H -3.56637 1.71000 -4.94650 0.0269 0.0299 0.0079 -0.0010
H -2.50707 2.33039 -3.02680 0.0183 -0.0048 0.0050 0.0042
H -0.89479 2.99618 -2.20133 0.0607 -0.0516 -0.0211 0.0004
H 0.25220 2.58129 -0.94486 -0.0046 -0.0044 -0.0037 -0.0037
H -2.57779 3.61338 -0.60564 0.0047 0.0094 0.0091 -0.0009
H -1.06797 4.17153 0.12105 -0.0149 0.0222 -0.0268 0.0002
H -2.70985 1.69753 0.74743 0.0079 -0.0115 0.0413 0.0045
H -2.31212 2.99663 1.84690 0.0016 -0.0268 0.0400 0.0007
H -1.07269 3.51110 3.12235 0.0024 -0.0065 -0.0686 -0.0007
H -0.19168 3.96848 5.14814 -0.0097 0.0141 -0.0193 0.0000
H 1.36344 2.74073 6.41613 -0.0352 -0.0086 0.0007 -0.0004
H 2.36234 0.71853 5.81528 0.0330 -0.0016 -0.0230 -0.0001
H 2.23958 -0.44816 3.87558 -0.0148 0.0196 0.0052 -0.0001
H 2.99056 -0.70726 2.19088 -0.0267 0.0653 -0.0217 0.0005
H 2.63537 -0.78233 0.48368 0.0480 -0.0276 0.0270 -0.0053
H 1.16290 -2.58681 2.40366 0.0166 -0.0601 0.0284 -0.0008
H 2.76914 -3.00330 1.81591 0.0103 0.0207 -0.0092 0.0003
N 6.04599 1.19317 -4.15502 -0.1594 0.0480 0.2308 0.0000
C 6.90814 0.84969 -5.16734 -0.1238 -0.2586 -0.2636 0.0000
C 8.12398 1.37209 -5.58932 0.1003 0.0679 0.0314 0.0000
C 8.71689 0.76476 -6.67909 -0.0123 0.0850 0.0725 0.0000
C 8.11945 -0.32842 -7.32221 -0.0518 -0.1160 -0.0819 0.0000
C 6.91084 -0.84506 -6.90176 0.0009 -0.0220 0.0135 0.0000
C 6.28895 -0.24162 -5.80868 0.3326 0.3036 0.0881 0.0000
N 5.09685 -0.53445 -5.19055 -0.3155 -0.0368 0.1874 0.0000
C 4.97800 0.33007 -4.21616 0.4929 -0.0659 -0.4579 0.0002
C 3.84976 0.36781 -3.29736 -0.6481 -0.1046 0.3988 -0.0004
C 2.75487 -0.46928 -3.52607 0.3765 0.1320 -0.1395 -0.0011
C 1.70079 -0.46679 -2.63746 -0.1161 0.0664 0.1408 0.0074
N 1.65134 0.29723 -1.54015 0.2729 0.0051 -0.0798 0.0047
C 2.68950 1.10904 -1.33937 -0.2394 0.0830 0.2881 0.0062
C 3.79012 1.18498 -2.17062 0.2519 -0.0006 -0.2985 0.0003
H 6.17194 1.94183 -3.49865 -0.0175 0.0105 0.0060 0.0000
H 8.58798 2.21157 -5.08693 0.0062 -0.0033 -0.0325 0.0000
H 9.66157 1.14169 -7.04817 0.0057 -0.0068 0.0197 0.0000
H 8.62256 -0.77564 -8.16967 -0.0028 0.0039 0.0077 0.0000
H 6.45251 -1.69398 -7.39109 -0.0052 0.0198 -0.0186 0.0000
H 2.76007 -1.11094 -4.39514 -0.0562 -0.0392 0.0155 0.0000
H 0.85380 -1.11526 -2.80496 -0.1091 -0.0668 0.0331 -0.0023
H 2.63731 1.72367 -0.44598 0.0263 -0.0141 0.0130 -0.0002
H 4.59169 1.87073 -1.92608 -0.0272 -0.0112 0.0665 0.0000
C -3.30072 -0.95548 0.82188 -0.0190 -0.0463 -0.0589 -0.0307
C -1.88663 -0.70594 1.33411 0.4209 0.2807 0.0370 -0.0837
O -1.62005 -1.00712 2.48350 -0.3236 -0.0781 0.0758 -0.0172
H -3.53988 -2.01198 0.97128 -0.0189 0.0201 -0.0078 0.0017
H -3.41683 -0.70198 -0.23038 -0.0669 0.0233 0.0130 -0.0014
H -4.00292 -0.37097 1.42029 0.0168 -0.0100 0.0335 0.0020